Molecular formula: C42H38CrN6OPS2Sb
Method: DFT, ωB97M-V with the def2-TZVPD basis set

The calculation puts the highest occupied orbital energy (spin up / spin down) at -5.73 / -5.73 eV. As for the expectation value of S²: 6.029. For the energy above the lowest of the compared OMol25 structures with the same formula, charge and spin, the calculation gives 1.797 eV. As for the spin multiplicity: 5. The calculation puts the total energy at -121072.8468 eV. The net charge is 0.

Geometry as XYZ:
```
92
Properties=species:S:1:pos:R:3:forces:R:3
Cr -0.087859 -1.373190 2.577735 -0.2 0.3 -1.9
O 3.710827 -0.821838 0.891482 -2.1 -1.9 1.6
C 2.659715 -1.314970 1.418452 -0.2 2.7 -2.6
N 1.430458 -0.736377 1.311967 0.7 -1.2 1.4
C 1.364461 0.494401 0.563584 -0.5 -0.9 0.1
C 2.146164 1.584616 1.183673 1.3 1.7 -0.5
C 3.246264 2.203375 0.518716 -1.9 0.4 0.2
C 3.540780 3.506129 0.833745 0.7 0.7 1.5
C 2.986854 4.102868 2.007757 0.0 -0.9 -1.0
C 2.059367 3.326692 2.687347 0.7 0.2 0.6
N 1.655340 2.107109 2.285727 -0.7 0.7 0.6
C 2.587239 -2.594587 2.173737 0.5 0.1 1.5
C 3.782927 -3.263273 2.418526 0.2 -1.5 -1.5
C 3.772744 -4.401109 3.231077 -0.1 2.1 -0.5
C 2.624744 -4.614547 3.959758 -0.2 -1.6 0.7
C 1.494115 -3.888553 3.761245 -1.8 1.5 -0.9
N 1.432835 -2.901332 2.826261 1.2 -0.6 0.6
H 0.290968 0.760581 0.610862 0.5 0.3 -0.5
H 1.691913 0.310688 -0.457544 -0.1 0.1 -0.3
H 3.647726 1.760156 -0.352166 0.4 -0.6 -0.7
H 4.308239 4.058755 0.287751 -0.3 -0.2 0.0
H 3.292746 5.101443 2.337978 -0.3 -0.5 -0.1
H 1.654461 3.702412 3.637132 0.0 -0.3 -0.4
H 4.620351 -3.088658 1.707813 -0.5 0.4 1.0
H 4.691339 -4.926260 3.323063 0.3 -0.8 0.3
H 2.489266 -5.444493 4.625793 0.5 -0.3 0.4
H 0.544062 -4.025178 4.366745 1.3 -0.1 -0.9
C 0.034175 -3.364889 -0.592056 0.2 -1.2 0.0
C -1.228757 -3.348739 0.188531 0.7 1.7 1.0
C -2.253670 -4.273889 -0.014643 0.7 -0.3 -1.3
C -3.403917 -4.201918 0.717266 -0.2 1.4 2.3
C -3.552186 -3.086578 1.637102 -0.2 -1.3 -1.2
C -2.520373 -2.119831 1.653419 -0.9 -0.4 0.5
N -1.315966 -2.293837 1.106999 -1.0 -1.9 -1.9
Sb -3.170237 -0.354638 2.750337 -1.9 -0.9 2.3
C -1.881861 -0.967005 4.598282 0.2 1.5 -0.5
C -2.541321 -1.190611 5.803978 -0.5 0.0 0.0
C -1.794886 -1.414199 6.972197 -0.5 0.0 -0.9
C -0.426378 -1.259750 6.929500 2.9 -0.3 -0.3
C 0.266400 -1.094280 5.702047 -3.0 0.3 -2.1
C 1.755677 -1.052809 5.519055 0.2 -0.8 0.6
N -0.549898 -0.941153 4.507020 2.4 -0.3 3.3
C -3.561652 1.770813 2.170996 1.5 0.3 -1.9
C -4.480491 2.567636 2.833887 -0.4 -1.1 2.1
C -4.529897 3.920439 2.505624 -0.3 -0.2 0.0
C -3.786178 4.352666 1.440236 0.8 1.1 -0.7
C -3.080153 3.440245 0.630436 -0.5 -0.3 0.3
C -2.390276 3.819705 -0.660008 0.9 -0.9 0.6
N -2.968361 2.155144 1.025719 0.0 0.6 0.6
H 0.220029 -2.385029 -1.051633 0.2 -0.3 0.0
H 0.860072 -3.674789 0.092806 -0.3 0.5 -0.6
H -0.078877 -4.162727 -1.353131 0.4 0.7 0.2
H -2.098829 -5.043971 -0.816629 -0.2 0.8 1.0
H -4.153961 -4.991007 0.691536 0.1 0.3 -0.1
H -4.482759 -3.082728 2.268439 1.2 0.6 -0.8
H -3.643040 -1.139342 5.749615 0.7 -0.3 0.4
H -2.242326 -1.773948 7.883569 -0.3 0.4 0.2
H 0.256270 -1.341158 7.835358 -1.3 0.0 -1.1
H 2.069836 -0.291740 4.760897 -0.2 -0.6 0.8
H 2.116970 -0.889818 6.551668 0.4 0.5 -0.7
H 2.193003 -2.069989 5.261638 -0.7 1.2 0.0
H -5.053902 2.165359 3.718109 0.7 0.5 -1.1
H -5.156547 4.629569 3.053882 0.3 -0.4 0.0
H -3.673483 5.441111 1.266255 -0.3 -0.8 -0.2
H -2.675679 3.116573 -1.445888 0.2 -0.1 0.2
H -2.611099 4.799730 -1.055685 0.0 0.4 0.4
H -1.289621 3.696507 -0.448864 -1.0 0.2 -0.6
S 0.385118 -2.220109 -6.490016 -0.1 -0.4 -0.3
P 0.517789 -0.545996 -5.482058 1.4 -0.5 0.0
S 1.205979 -0.572944 -3.610427 -0.7 -0.3 0.6
C -1.018650 0.330623 -5.678274 -2.2 0.9 0.5
C -1.936855 0.526475 -4.618301 1.3 0.8 0.5
C -3.011369 1.392858 -4.739117 -0.5 0.0 -1.1
C -3.290976 1.947986 -6.042199 -1.2 0.1 1.7
C -2.401336 1.805791 -7.081543 -0.5 -0.3 -0.8
C -1.347030 0.924299 -6.885579 1.6 0.0 -1.4
C 1.759787 0.577967 -6.265549 -1.1 -1.1 -1.9
C 2.262766 0.291665 -7.563186 -0.2 1.1 1.7
C 3.331675 1.047804 -7.982896 1.2 -0.1 -1.0
C 3.945693 2.016278 -7.185093 -0.3 -0.2 0.8
C 3.364213 2.307075 -5.931296 0.6 0.5 -0.8
C 2.206179 1.653177 -5.546592 -0.1 0.1 1.3
H -1.626286 0.148317 -3.638975 -0.3 0.0 -0.2
H -3.611144 1.644538 -3.829566 0.2 -0.4 -1.1
H -4.298465 2.375033 -6.224375 0.9 0.3 0.3
H -2.558763 2.313190 -8.081847 0.1 -0.9 1.3
H -0.700533 0.702183 -7.753742 -0.2 0.3 0.5
H 1.824241 -0.444571 -8.204820 -0.1 -0.5 0.1
H 3.798844 0.785268 -8.944317 -0.3 0.3 0.3
H 4.890360 2.464672 -7.518626 -0.5 0.0 0.3
H 3.832201 3.010034 -5.244204 -0.1 0.1 -0.3
H 1.662660 1.828419 -4.583510 1.0 0.1 -0.8
```
Forces are in eV/Å.

=====

Molecular formula: C42H38MnN3O4P2Te
Method: DFT, ωB97M-V with the def2-TZVPD basis set

The calculation puts the highest occupied orbital energy (spin up / spin down) at -4.41 / -4.50 eV. As for the expectation value of S²: 8.755. For the energy above the lowest of the compared OMol25 structures with the same formula, charge and spin, the calculation gives 0.838 eV. As for the spin multiplicity: 6. The calculation puts the total energy at -114020.1318 eV. The net charge is -1.

Geometry as XYZ:
```
91
Properties=species:S:1:pos:R:3:forces:R:3
Mn -1.484810 -0.488016 0.967399 0.2 0.3 0.6
C -0.888499 -0.819802 5.493572 0.8 -1.3 0.5
C -1.605822 -0.673859 4.189759 0.0 0.3 -0.5
O -1.001109 -0.988952 3.153294 -0.4 0.5 0.3
C -2.929588 -0.035654 4.271589 0.8 -0.6 -0.2
C -3.610795 -0.031216 5.522079 0.0 0.5 -0.5
C -4.715118 0.751074 5.723156 -0.5 -0.2 0.0
C -5.149684 1.600381 4.678321 0.6 -0.1 -0.2
C -4.514285 1.585364 3.462252 0.1 -0.5 0.5
C -3.411344 0.701580 3.153351 -0.8 0.8 0.0
O -2.947246 0.719260 1.956018 0.5 -0.4 0.1
H 0.140143 -1.169446 5.330329 -0.3 0.1 -0.1
H -1.381055 -1.574649 6.129431 0.1 0.2 -0.2
H -0.857794 0.094771 6.063549 -0.1 0.4 0.1
H -3.222660 -0.630956 6.333149 -0.1 -0.1 0.0
H -5.316232 0.668402 6.626023 0.3 0.1 0.0
H -5.950659 2.310427 4.858968 -0.1 -0.2 -0.1
H -4.837461 2.227768 2.675663 -0.2 0.4 -0.5
Te 2.934267 2.217786 -0.063032 -0.1 0.2 0.6
C 4.328220 2.367385 -1.605095 0.2 -0.3 -0.8
C 4.325437 1.586150 -2.757328 -0.4 0.1 -0.7
C 5.279702 1.809293 -3.756470 -0.6 -0.1 1.1
N 6.208315 2.745179 -3.662963 0.8 0.1 -0.3
C 6.245485 3.479697 -2.551857 -0.6 0.1 0.2
C 5.327456 3.334818 -1.518153 0.4 0.0 0.3
C 1.490344 0.855127 -0.543112 -0.5 0.5 -1.2
P 1.298581 -0.686419 0.193345 -0.5 -1.3 1.7
C 2.667247 -0.914864 1.410721 0.8 0.0 -0.5
C 3.956848 -1.068408 0.875692 -0.3 -0.3 -0.1
C 5.047971 -1.387332 1.657228 0.5 -0.2 -0.8
C 4.913418 -1.493030 3.025168 0.2 0.0 1.0
C 3.679768 -1.234062 3.610521 -0.9 -0.3 -0.2
C 2.547847 -0.983832 2.787590 0.6 0.1 0.7
C 1.720111 -2.094607 -0.924755 -0.5 -0.7 0.7
C 1.454156 -3.431590 -0.521742 0.6 1.0 -1.7
C 1.658152 -4.458436 -1.448078 0.1 0.9 0.1
C 2.099986 -4.146687 -2.740306 0.1 0.0 0.8
C 2.436855 -2.849707 -3.081120 -0.8 -0.5 -1.1
C 2.167037 -1.840612 -2.199412 0.6 1.2 0.4
P -0.189226 1.315861 -0.998462 -0.7 -0.6 0.7
C -1.018675 0.929005 -2.650226 0.9 1.1 0.8
C -2.344726 1.309866 -2.609954 -0.9 0.9 -1.7
C -3.010706 1.642098 -3.821714 -0.4 -0.8 1.4
C -2.450956 1.380574 -5.055740 0.9 -1.0 0.2
C -1.186184 0.757321 -5.058534 0.0 0.5 -0.1
C -0.449722 0.618273 -3.866944 -1.0 0.5 -1.0
C -0.102629 3.135227 -1.034364 -0.3 0.5 0.7
C 0.457998 3.912548 -2.027703 0.5 0.2 -1.1
C 0.582726 5.305074 -1.920585 -0.1 -1.2 -0.2
C 0.112122 5.931319 -0.792567 0.0 -0.1 -0.2
C -0.391026 5.173857 0.248674 -0.9 0.4 0.7
C -0.508709 3.808510 0.134981 0.3 -0.7 -0.4
H 3.498669 0.904863 -2.987447 0.4 0.0 0.4
H 5.272743 1.175649 -4.631082 0.1 0.1 -0.3
H 7.002218 4.263587 -2.490469 -0.1 -0.2 -0.1
H 5.417223 3.941658 -0.615988 0.0 0.0 -0.3
H 4.074455 -1.027602 -0.200458 0.1 0.0 0.0
H 5.999611 -1.615950 1.155147 -0.4 0.2 0.4
H 5.774169 -1.788353 3.643383 -0.4 0.2 -0.3
H 3.522852 -1.342823 4.700221 0.2 0.2 -0.7
H 1.584797 -0.840834 3.256803 -0.2 -0.1 0.0
H 1.059572 -3.599397 0.447709 -0.2 -0.3 0.8
H 1.481279 -5.487432 -1.187527 -0.2 -0.2 0.1
H 2.162642 -4.928908 -3.457953 0.2 -0.5 -0.5
H 2.707697 -2.600407 -4.107978 0.2 -0.2 0.2
H 2.362840 -0.794870 -2.454869 -0.2 -0.3 0.0
H -2.876216 1.480693 -1.683205 0.2 0.1 0.2
H -4.037614 1.986343 -3.731659 0.1 0.2 -0.2
H -2.986585 1.534834 -5.991131 0.1 0.1 0.3
H -0.752532 0.479712 -6.026185 0.0 0.1 0.4
H 0.578447 0.377084 -3.898234 0.9 -0.5 -0.1
H 0.839280 3.454239 -2.949615 -0.2 0.0 0.4
H 1.049431 5.833184 -2.739783 -0.1 0.2 0.0
H 0.082218 6.993153 -0.784971 0.1 0.8 0.3
H -0.831856 5.645367 1.140026 0.5 -0.1 -0.4
H -0.881361 3.235467 0.972224 -0.2 -0.1 0.0
C -4.501358 -4.199256 0.411325 0.8 0.3 0.0
C -3.324725 -3.207434 0.543310 -0.6 0.0 1.1
N -3.152887 -2.502337 1.631857 -0.8 0.3 -1.1
O -4.355170 -2.482227 2.445304 0.6 -1.1 -0.7
C -2.460887 -2.959178 -0.625524 0.0 0.3 0.1
C -2.590328 -3.608109 -1.967392 0.0 -1.4 0.8
N -1.719108 -1.867336 -0.595273 -1.1 -0.4 1.1
O -1.115849 -1.457953 -1.616954 0.6 -0.4 -0.8
H -4.222696 -4.983810 -0.300151 -0.2 0.3 0.1
H -5.360380 -3.637633 0.046048 -0.1 -0.1 -0.1
H -4.788985 -4.697782 1.347368 0.3 0.5 -0.1
H -4.304362 -1.653595 2.923433 0.5 0.3 0.1
H -1.659176 -4.136733 -2.212757 -0.1 0.2 -0.2
H -2.732593 -2.833395 -2.676138 0.0 0.7 -0.9
H -3.418942 -4.324338 -2.053022 0.2 0.2 0.2
```
Forces are in eV/Å.

=====

Molecular formula: C42H39BN13PSSn
Method: DFT, ωB97M-V with the def2-TZVPD basis set

The calculation puts the highest occupied orbital energy (spin up / spin down) at -14.72 / -14.72 eV. As for the expectation value of S²: 0.754. For the energy above the lowest of the compared OMol25 structures with the same formula, charge and spin, the calculation gives 0.000 eV. As for the spin multiplicity: 2. The calculation puts the total energy at -90165.2429 eV. The net charge is +3.

Geometry as XYZ:
```
98
Properties=species:S:1:pos:R:3:forces:R:3
Sn -0.627653 -0.142890 -1.133990 -0.3 -0.7 -1.9
C -0.018488 -4.358370 -1.914858 0.5 0.2 -0.1
C 0.391306 -3.165535 -1.322885 -1.5 -0.1 -1.1
N -0.340702 -2.127200 -1.854099 0.8 -1.1 0.5
N -1.120983 -2.658763 -2.865199 0.3 0.7 1.4
C -0.957270 -3.994738 -2.880165 0.4 1.5 0.2
B -1.874245 -1.697516 -3.857590 -1.6 -1.1 -1.7
N -3.104630 -0.991520 -3.096435 1.0 1.4 1.0
C -4.440733 -0.837095 -3.232252 0.1 -1.1 0.5
C -4.959088 -0.043341 -2.208358 0.8 0.4 -0.1
C -3.835650 0.433102 -1.549898 0.9 -0.1 0.2
N -2.693730 -0.130062 -2.049042 -1.0 -0.3 0.5
N -0.924654 -0.655226 -4.436832 0.2 2.4 0.9
C -0.776055 -0.023835 -5.655809 0.8 0.1 1.8
C 0.015954 1.101624 -5.503591 -0.5 -1.0 1.2
C 0.235790 1.207979 -4.112747 -0.5 -0.2 0.4
N -0.379739 0.199780 -3.461733 1.0 -0.1 -1.1
N -2.414876 -2.555173 -4.997515 0.3 -1.7 -0.7
C -1.726058 -3.207336 -6.015604 1.2 0.5 -0.2
C -2.535349 -4.102978 -6.687588 -0.4 1.4 1.5
C -3.755896 -3.956705 -5.980800 1.2 1.1 1.6
N -3.655313 -3.120851 -4.914892 -0.5 -0.3 -1.8
H 0.419579 -5.342274 -1.745363 -0.3 0.4 -0.1
H 1.192344 -3.023242 -0.637766 0.2 0.3 0.6
H -1.486288 -4.514555 -3.636582 -0.3 -0.7 -0.4
H -5.017126 -1.408854 -3.952675 0.5 0.1 0.0
H -5.998674 0.140767 -1.958057 0.3 0.1 -0.4
H -3.742098 1.214334 -0.782046 -0.2 -0.7 -0.2
H -1.240335 -0.322160 -6.550219 -0.4 -0.9 -0.8
H 0.382485 1.681498 -6.310709 0.2 0.6 -0.3
H 0.745310 1.994011 -3.521739 -0.3 -0.7 -0.6
H -0.658268 -3.014167 -6.201429 -0.7 0.1 0.2
H -2.308748 -4.738336 -7.525231 0.1 0.1 0.0
H -4.681770 -4.393793 -6.190178 -1.1 -0.7 -0.1
C 3.897237 0.252558 4.471072 0.0 0.4 -1.8
C 2.965734 1.174735 3.994381 -0.1 -1.1 -0.5
C 2.565026 1.109932 2.663817 -0.7 -0.2 -0.7
C 3.148644 0.187511 1.758332 -0.1 0.6 0.6
C 4.134342 -0.667081 2.240546 0.3 -0.2 0.2
C 4.524898 -0.613044 3.578198 -0.5 -0.6 0.1
P 2.787394 0.050998 -0.029328 -0.1 0.5 0.0
C 4.420224 0.380976 -0.762571 0.0 -0.8 0.1
C 5.418371 1.055660 -0.073818 0.8 0.5 -0.1
C 6.729539 1.106167 -0.553088 -0.7 -1.2 -0.5
C 7.052941 0.357332 -1.708976 -2.0 1.4 1.1
C 6.014632 -0.165736 -2.469750 0.9 -0.4 -1.0
C 4.733598 -0.233225 -1.982201 -0.8 0.2 0.3
C 1.943039 1.660896 -0.310100 -1.9 -1.7 -0.5
C 2.454332 2.899760 -0.037707 0.5 1.2 0.3
C 1.718094 4.086345 -0.213118 -0.2 -0.1 -0.2
C 0.395188 3.998292 -0.629807 0.5 -0.3 -0.1
C -0.116008 2.733579 -0.912730 -0.8 0.1 0.2
C 0.595251 1.557907 -0.785377 1.0 1.1 0.9
H 4.145230 0.223610 5.485239 0.4 0.0 1.4
H 2.451481 1.827488 4.665487 -0.1 0.4 0.3
H 1.684301 1.712664 2.344688 0.9 -0.2 0.1
H 4.610812 -1.392845 1.569288 -0.1 0.3 0.3
H 5.237445 -1.351053 3.939527 0.0 0.3 0.0
H 5.262483 1.536759 0.886722 -0.3 -0.1 -0.1
H 7.421716 1.658114 0.055578 0.6 -0.1 -0.1
H 8.027383 0.219879 -2.035433 1.7 0.1 -0.6
H 6.247877 -0.525496 -3.489095 -0.2 -0.2 0.8
H 3.967257 -0.794587 -2.519777 0.2 0.3 0.0
H 3.456307 2.965112 0.388802 -0.2 0.0 -0.3
H 2.160493 5.074664 -0.052374 0.0 -0.5 0.1
H -0.238012 4.866492 -0.770038 0.1 0.0 0.0
H -1.150346 2.655137 -1.172641 -0.7 0.3 -0.4
N -3.338222 -7.222853 6.662441 1.0 3.1 -2.2
C -3.091754 -6.274460 6.000923 -1.0 -2.2 1.4
C -2.887894 -5.087729 5.145235 -0.5 -1.7 1.1
C -2.373192 -3.945357 5.706813 0.2 1.1 0.8
C -2.172283 -2.814448 4.906375 0.6 1.0 1.2
C -2.443436 -2.870130 3.576012 -0.6 -1.8 -2.0
C -2.961096 -4.080054 2.997351 -0.2 2.5 -0.7
C -3.275634 -5.140445 3.802020 0.3 -0.1 -0.8
N -2.208535 -1.766515 2.659592 0.6 1.2 0.8
C -2.100109 -0.428555 3.112073 0.5 -0.6 -1.8
C -1.604585 0.297165 2.070257 0.2 -0.4 -0.7
N -1.372750 -0.586045 0.999415 -0.5 0.4 -0.6
C -1.786430 -1.794408 1.375314 0.7 0.0 0.3
H -2.176085 -3.814031 6.799018 -0.1 -0.6 -1.1
H -1.786114 -1.908521 5.414840 -0.2 -0.6 -0.6
H -3.241751 -3.983792 1.914043 0.2 -0.7 1.2
H -3.793962 -5.978620 3.337336 0.3 -0.1 0.5
H -2.327120 -0.102318 4.095664 -0.3 -0.1 0.5
H -1.397057 1.366223 1.938445 -0.1 -0.7 0.3
H -1.608570 -2.657176 0.720283 -0.5 0.2 0.8
C 0.231595 7.870587 3.482285 0.9 2.1 -0.7
N -0.356878 6.747135 2.807700 -1.1 -2.8 -0.9
C -1.335537 5.889996 3.249376 1.3 4.1 1.0
N -2.043528 6.401817 4.292852 0.0 -1.8 -1.4
S -1.636958 4.380063 2.551763 0.1 -0.2 -0.2
H 1.317249 7.935274 3.221398 -0.9 -0.3 0.3
H 0.133517 7.870572 4.549454 -0.1 -0.5 0.6
H -0.187066 8.851660 3.124676 0.1 -0.9 0.2
H 0.036681 6.530375 1.892335 -0.1 -0.1 0.4
H -2.126381 7.404028 4.268094 -0.2 0.3 0.4
H -2.861365 5.854482 4.536744 0.0 0.4 0.5
```
Forces are in eV/Å.

=====

The highest net charge belongs to which entry?
C42H39BN13PSSn

=====

Which of these has the lowest net charge?
C42H38MnN3O4P2Te